Entry 1:
# C5H8O2

One molecule with the formula C5H8O2 (ωB97M-V/def2-TZVPD, OMol25).

E_LUMO in eV: 0.882
SMILES: C=C(O)[C@H]1C[C@@H]1O
HOMO-LUMO gap in eV: 9.51
F_max in eV/A: 1.3
E_HOMO in eV: -8.63

The geometry in ORCA input format:
```
! wB97M-V def2-TZVPD RIJCOSX def2/J DEFGRID3
* xyz 0 1
C 0.415 -1.569 -1.297
C 0.709 -0.331 -0.884
O 1.934 0.207 -1.022
C -0.308 0.522 -0.263
C -0.826 -0.335 0.910
C -0.289 0.999 1.159
O -1.297 1.885 1.499
H 1.091 -2.043 -2.001
H -0.501 -2.071 -1.010
H 2.466 -0.558 -1.262
H -0.930 1.097 -0.993
H -0.228 -1.145 1.356
H -1.881 -0.491 0.929
H 0.655 1.089 1.691
H -1.009 2.742 1.189
*
```

---

Entry 2:
# C5H8O2

One molecule with the formula C5H8O2 (ωB97M-V/def2-TZVPD, OMol25).

E_LUMO in eV: 0.825
SMILES: C[C@]1(CC=O)CO1
HOMO-LUMO gap in eV: 10.38
F_max in eV/A: 0.9
E_HOMO in eV: -9.55

The geometry in ORCA input format:
```
! wB97M-V def2-TZVPD RIJCOSX def2/J DEFGRID3
* xyz 0 1
C -1.160 1.260 -0.829
C -0.286 0.311 -0.065
C 0.975 -0.304 -0.669
C 1.716 -0.936 0.521
O 2.902 -0.898 0.721
C -0.900 -0.505 0.976
O 0.026 0.562 1.302
H -0.627 2.120 -1.239
H -1.620 0.693 -1.647
H -1.961 1.618 -0.176
H 0.749 -1.061 -1.431
H 1.615 0.458 -1.130
H 1.051 -1.442 1.236
H -0.649 -1.572 0.955
H -1.832 -0.303 1.474
*
```

---

Entry 3:
# C5H8O2

C5H8O2 as an isolated structure (ωB97M-V/def2-TZVPD, OMol25).

E_LUMO in eV: 0.192
HOMO-LUMO gap in eV: 8.82
F_max in eV/A: 1.8
E_HOMO in eV: -8.63

The geometry in ORCA input format:
```
! wB97M-V def2-TZVPD RIJCOSX def2/J DEFGRID3
* xyz 0 1
C -0.061 1.602 0.348
C -0.310 0.118 0.588
C -1.249 -0.583 -0.386
O -0.449 -0.808 -1.577
C 0.323 -1.693 -0.920
C 0.860 -0.852 0.284
O 2.073 -0.301 -0.155
H -0.958 2.192 0.569
H 0.221 1.795 -0.692
H 0.751 1.964 0.988
H -0.660 -0.046 1.612
H -2.226 -0.225 -0.694
H -1.389 -1.631 -0.004
H 1.125 -1.500 1.114
H 1.949 -0.032 -1.074
*
```

---

Entry 4:
# C5H8O2

C5H8O2 as an isolated structure (ωB97M-V/def2-TZVPD, OMol25).

E_LUMO in eV: 0.507
HOMO-LUMO gap in eV: 10.43
F_max in eV/A: 0.6
E_HOMO in eV: -9.93

The geometry in ORCA input format:
```
! wB97M-V def2-TZVPD RIJCOSX def2/J DEFGRID3
* xyz 0 1
O 2.311 -0.829 0.720
C 2.118 -1.506 -0.263
C -0.531 0.517 0.491
C -1.737 1.104 0.409
C -2.367 0.097 -0.542
C -0.959 -0.549 -0.454
O -0.451 -1.508 -0.980
H 2.657 1.449 0.143
H 1.901 -2.586 -0.195
H 2.167 -1.088 -1.285
H 0.394 0.724 1.016
H -2.143 2.003 0.862
H 2.595 2.163 -0.066
H -2.648 0.463 -1.535
H -3.180 -0.511 -0.133
*
```

---

Entry 5:
# C5H8O2

C5H8O2 as an isolated structure (ωB97M-V/def2-TZVPD, OMol25).

E_LUMO in eV: 0.874
HOMO-LUMO gap in eV: 10.15
F_max in eV/A: 0.4
E_HOMO in eV: -9.27

The geometry in ORCA input format:
```
! wB97M-V def2-TZVPD RIJCOSX def2/J DEFGRID3
* xyz 0 1
C -0.584 -0.865 0.412
C 0.350 0.294 0.135
C 1.831 0.360 0.054
C 1.071 1.188 1.077
O -0.475 0.803 -0.909
C -1.399 -0.265 -0.745
O -1.435 -1.069 -1.881
H -0.195 -1.854 0.163
H -2.345 -1.300 -2.080
H -1.062 -0.869 1.395
H 2.414 -0.492 0.392
H 2.241 0.889 -0.803
H 1.122 0.893 2.123
H 0.999 2.257 0.903
H -2.399 0.125 -0.502
*
```

---

Entry 6:
# C5H8O2

C5H8O2 as an isolated structure (ωB97M-V/def2-TZVPD, OMol25).

E_LUMO in eV: 0.636
HOMO-LUMO gap in eV: 9.21
F_max in eV/A: 0.4
E_HOMO in eV: -8.57

The geometry in ORCA input format:
```
! wB97M-V def2-TZVPD RIJCOSX def2/J DEFGRID3
* xyz 0 1
C -1.354 0.179 0.945
C -1.328 0.018 -0.558
O -0.346 0.607 -1.365
C 0.867 0.784 -0.655
C 1.367 -0.469 -0.157
O 0.512 -1.422 0.253
C -0.864 -1.104 0.323
H -0.635 0.813 1.450
H -2.327 0.143 1.427
H -2.272 -0.060 -1.090
H 0.747 1.624 0.025
H 2.205 1.123 -0.713
H 2.274 -0.942 -0.505
H 2.582 0.727 0.178
H -1.429 -2.021 0.444
*
```

---

Entry 7:
# C5H8O2

C5H8O2 as an isolated structure (ωB97M-V/def2-TZVPD, OMol25).

E_LUMO in eV: 0.137
HOMO-LUMO gap in eV: 9.47
F_max in eV/A: 3.8
E_HOMO in eV: -9.33

The geometry in ORCA input format:
```
! wB97M-V def2-TZVPD RIJCOSX def2/J DEFGRID3
* xyz 0 1
C -0.283 -0.666 1.061
C 1.118 -0.856 1.543
C -0.196 1.322 -0.542
C -0.246 -0.064 -0.896
C -0.868 -0.590 -1.940
O -0.003 2.230 -1.514
O -0.140 1.629 0.658
H 0.204 3.081 -1.096
H -0.946 -0.166 1.757
H -0.773 -1.554 0.687
H -0.889 -1.663 -2.098
H -1.389 0.022 -2.673
H 1.092 -1.420 2.483
H 1.598 0.100 1.746
H 1.718 -1.407 0.822
*
```

---

Entry 8:
# C5H8O2

One molecule with the formula C5H8O2 (ωB97M-V/def2-TZVPD, OMol25).

E_LUMO in eV: -0.422
SMILES: CCCC(=O)C=O
HOMO-LUMO gap in eV: 9.35
F_max in eV/A: 0.6
E_HOMO in eV: -9.77

The geometry in ORCA input format:
```
! wB97M-V def2-TZVPD RIJCOSX def2/J DEFGRID3
* xyz 0 1
C -2.053 0.075 -0.027
C -0.914 -0.847 -0.465
C 0.421 -0.139 -0.706
C 1.068 0.375 0.550
O 0.492 0.595 1.594
C 2.586 0.601 0.546
O 3.323 0.178 -0.309
H -1.934 0.386 1.013
H -3.020 -0.429 -0.120
H -2.088 0.981 -0.644
H -1.193 -1.363 -1.390
H -0.774 -1.628 0.292
H 1.149 -0.775 -1.220
H 0.273 0.724 -1.374
H 2.942 1.157 1.437
*
```

---

Entry 9:
# C5H8O2

One molecule with the formula C5H8O2 (ωB97M-V/def2-TZVPD, OMol25).

E_LUMO in eV: 0.767
SMILES: O=C1CC(CO)C1
HOMO-LUMO gap in eV: 10.38
F_max in eV/A: 1.3
E_HOMO in eV: -9.61

The geometry in ORCA input format:
```
! wB97M-V def2-TZVPD RIJCOSX def2/J DEFGRID3
* xyz 0 1
O -1.836 0.185 2.665
C -1.111 0.024 1.720
C 0.394 -0.182 1.561
C 0.204 -0.056 0.017
C 0.939 -0.921 -1.014
O 1.798 -0.044 -1.796
C -1.345 -0.059 0.213
H 0.704 -1.157 1.956
H 1.019 0.589 2.018
H 0.612 0.907 -0.362
H 0.249 -1.463 -1.675
H 1.600 -1.656 -0.542
H 1.276 0.349 -2.516
H -1.869 -0.990 -0.038
H -1.903 0.769 -0.228
*
```

---

Entry 10:
# C5H8O2

One molecule with the formula C5H8O2 (ωB97M-V/def2-TZVPD, OMol25).

E_LUMO in eV: 0.890
SMILES: C[C@@]1(O)CCC1=O
HOMO-LUMO gap in eV: 10.26
F_max in eV/A: 0.8
E_HOMO in eV: -9.37

The geometry in ORCA input format:
```
! wB97M-V def2-TZVPD RIJCOSX def2/J DEFGRID3
* xyz 0 1
C -1.597 -0.561 -0.109
C -0.384 0.351 -0.130
O -0.739 1.707 -0.315
C 0.523 0.180 1.111
C 1.689 -0.351 0.211
C 0.817 -0.058 -1.015
O 1.001 -0.046 -2.204
H -2.164 -0.314 0.782
H -2.218 -0.415 -0.996
H -1.289 -1.611 -0.054
H -0.994 1.815 -1.242
H 0.670 1.132 1.607
H 0.162 -0.574 1.819
H 2.650 0.174 0.223
H 1.872 -1.428 0.314
*
```

---

Entry 11:
# C5H8O2

C5H8O2 as an isolated structure (ωB97M-V/def2-TZVPD, OMol25).

E_LUMO in eV: 0.815
HOMO-LUMO gap in eV: 10.49
F_max in eV/A: 1.8
E_HOMO in eV: -9.67

The geometry in ORCA input format:
```
! wB97M-V def2-TZVPD RIJCOSX def2/J DEFGRID3
* xyz 0 1
C 1.799 -0.609 0.438
C 0.467 0.104 0.395
C -0.063 1.186 -0.467
O -1.367 0.699 -1.616
C -1.449 0.784 -0.253
C -0.915 -0.589 0.331
O -0.954 -1.553 -0.673
H 2.634 0.078 0.261
H 1.830 -1.409 -0.306
H 1.934 -1.072 1.425
H 0.364 0.945 1.159
H 0.513 2.074 -0.724
H -2.233 1.363 0.221
H -1.322 -0.985 1.263
H -1.238 -1.016 -1.455
*
```

---

Entry 12:
# C5H8O2

C5H8O2 as an isolated structure (ωB97M-V/def2-TZVPD, OMol25).

E_LUMO in eV: 0.707
HOMO-LUMO gap in eV: 10.04
F_max in eV/A: 3.8
E_HOMO in eV: -9.33

The geometry in ORCA input format:
```
! wB97M-V def2-TZVPD RIJCOSX def2/J DEFGRID3
* xyz 0 1
O 2.170 -0.807 -0.199
C 0.943 -0.320 0.195
C 0.581 1.097 -0.444
C -0.912 0.795 -0.676
C -1.311 0.066 0.613
C -0.394 -0.970 -0.072
O -0.848 -0.490 -1.356
H 2.183 -1.429 0.547
H 1.032 -0.879 1.464
H 0.805 1.922 0.227
H 1.078 1.301 -1.415
H -1.555 1.523 -1.181
H -1.000 0.497 1.572
H -2.348 -0.260 0.621
H -0.426 -2.045 0.103
*
```

---

Entry 13:
# C5H8O2

A 2-piece molecular cluster, C5H8O2 overall (ωB97M-V/def2-TZVPD, OMol25).

E_LUMO (alpha / beta) in eV: 0.891 / 0.980
HOMO-LUMO gap (alpha / beta) in eV: 7.84 / 8.14
F_max in eV/A: 5.0
E_HOMO (alpha / beta) in eV: -6.95 / -7.16

The geometry in ORCA input format:
```
! wB97M-V def2-TZVPD RIJCOSX def2/J DEFGRID3
* xyz 0 1
C 2.462 -0.293 -0.835
C 2.528 0.675 0.046
C 1.740 -0.505 0.413
C -1.650 -0.551 -0.048
C -0.660 0.460 0.455
O -2.892 0.024 -0.218
O -0.675 1.662 -0.257
H 2.730 -0.782 -1.779
H 2.766 1.490 0.608
H 1.937 -1.178 1.126
H -1.428 -0.997 -1.126
H -1.836 -1.348 0.683
H -0.307 0.581 1.445
H -3.145 0.692 0.393
H -0.484 1.417 -1.151
*
```

---

Entry 14:
# C5H8O2

One molecule with the formula C5H8O2 (ωB97M-V/def2-TZVPD, OMol25).

E_LUMO in eV: 0.915
SMILES: CC(=O)C1(O)CC1
HOMO-LUMO gap in eV: 10.57
F_max in eV/A: 0.5
E_HOMO in eV: -9.66

The geometry in ORCA input format:
```
! wB97M-V def2-TZVPD RIJCOSX def2/J DEFGRID3
* xyz 0 1
C 1.622 0.309 -0.973
C 0.990 -0.596 0.054
O 1.574 -1.570 0.495
C -0.366 -0.283 0.614
O -0.575 -0.885 1.848
C -1.553 -0.207 -0.326
C -1.057 1.023 0.379
H 2.482 -0.195 -1.417
H 0.927 0.632 -1.755
H 1.974 1.210 -0.454
H 0.039 -1.640 1.861
H -2.451 -0.677 0.066
H -1.410 -0.304 -1.399
H -0.558 1.787 -0.211
H -1.636 1.395 1.218
*
```

---

Entry 15:
# C5H8O2

One molecule with the formula C5H8O2 (ωB97M-V/def2-TZVPD, OMol25).

E_LUMO in eV: 0.463
SMILES: C=CC(=O)CCO
HOMO-LUMO gap in eV: 10.07
F_max in eV/A: 0.4
E_HOMO in eV: -9.61

The geometry in ORCA input format:
```
! wB97M-V def2-TZVPD RIJCOSX def2/J DEFGRID3
* xyz 0 1
C -1.066 2.120 1.085
C -0.122 1.247 0.740
C -0.020 0.762 -0.669
O -0.697 1.233 -1.564
C 0.933 -0.390 -0.939
C 0.332 -1.715 -0.477
O 0.141 -1.655 0.925
H -1.180 2.467 2.108
H -1.758 2.495 0.336
H 0.566 0.827 1.467
H 1.117 -0.435 -2.017
H 1.885 -0.232 -0.419
H 1.011 -2.538 -0.745
H -0.620 -1.879 -1.004
H -0.523 -2.307 1.175
*
```

---

Entry 16:
# C5H8O2

One molecule with the formula C5H8O2 (ωB97M-V/def2-TZVPD, OMol25).

E_LUMO in eV: 0.904
SMILES: C[C@@]1(O)CCC1=O
HOMO-LUMO gap in eV: 10.60
F_max in eV/A: 0.8
E_HOMO in eV: -9.69

The geometry in ORCA input format:
```
! wB97M-V def2-TZVPD RIJCOSX def2/J DEFGRID3
* xyz 0 1
C -1.508 -0.683 -0.095
C -0.440 0.408 -0.082
O -1.015 1.669 -0.311
C 0.574 0.279 1.097
C 1.554 -0.503 0.175
C 0.764 0.107 -0.972
O 1.025 0.510 -2.079
H -2.295 -0.412 0.615
H -1.955 -0.767 -1.092
H -1.109 -1.664 0.188
H -0.832 1.887 -1.238
H 0.975 1.266 1.347
H 0.221 -0.234 1.996
H 2.621 -0.273 0.229
H 1.420 -1.590 0.224
*
```

---

Entry 17:
# C5H8O2

A 2-piece molecular cluster, C5H8O2 overall (ωB97M-V/def2-TZVPD, OMol25).

E_LUMO in eV: 0.809
HOMO-LUMO gap in eV: 9.57
F_max in eV/A: 0.6
E_HOMO in eV: -8.76

The geometry in ORCA input format:
```
! wB97M-V def2-TZVPD RIJCOSX def2/J DEFGRID3
* xyz 0 1
C -1.491 -2.039 0.054
C -0.080 0.801 0.914
C 1.255 0.406 1.020
O 2.052 0.549 -0.165
C 1.214 1.668 0.047
C -0.137 1.331 -0.514
O -0.129 0.522 -1.644
H -1.804 -2.963 0.550
H -0.468 -2.150 -0.320
H -2.157 -1.821 -0.785
H -1.530 -1.211 0.766
H 1.829 0.241 1.928
H 1.663 2.598 0.378
H -0.862 2.127 -0.659
H 0.645 -0.059 -1.569
*
```